[1]
Below is a molecular structure, C48H127F3N11O13V at a distorted geometry, with properties calculated with the ωB97M-V functional and the def2-TZVPD basis.

The value obtained for the energy relative to the best compared isomer or geometry (same formula, charge and spin) is 122.9 kcal/mol. The calculation puts the HOMO energy (alpha / beta) at -11.87 / -11.87 eV. The frontier orbital gap (alpha / beta) comes out at 3.07 / 4.46 eV. Its spin multiplicity is 3. As for the total charge: +2.

```
203
Properties=species:S:1:pos:R:3:lowdin_spin:R:1
V 3.6990 -0.5152 1.3532 2.2167
C 0.5327 0.7996 0.9645 -0.0124
O 0.0879 -0.5753 0.6100 -0.0053
O 1.8859 0.7244 1.4213 -0.1587
C 0.0439 1.9173 -0.0449 -0.0027
F 0.2240 1.6113 -1.3301 -0.0009
F -1.2937 2.2374 0.1635 -0.0003
F 0.6762 3.0702 0.0361 -0.0002
C -1.0658 -0.8173 -0.2423 0.0002
C -1.2680 -2.2594 -0.0211 -0.0001
H -1.5703 -2.4592 1.0069 0.0000
H -2.0267 -2.6280 -0.7114 0.0000
H -0.3210 -2.7549 -0.2349 -0.0001
H -0.7745 -0.6644 -1.2814 0.0000
H -1.9454 -0.2675 0.0924 -0.0001
H -0.1199 0.8390 1.8367 -0.0098
C -2.2672 3.2013 -8.0530 0.0000
C -1.6715 1.9072 -7.4192 0.0000
C -1.3411 2.0726 -5.9266 0.0000
O -0.3132 3.0237 -5.6996 0.0000
C 0.2791 2.9696 -4.4045 0.0000
N -2.6465 0.8627 -7.6887 0.0000
H -2.3403 3.0919 -9.1350 0.0000
H -1.4916 3.9613 -7.9580 0.0000
H -3.2344 3.5697 -7.7112 0.0000
H -0.8515 1.5907 -8.0639 0.0000
H -1.1375 1.0547 -5.5940 0.0000
H -2.2501 2.4220 -5.4371 0.0000
H 0.7346 3.9446 -4.2309 0.0000
H 0.9183 2.1098 -4.2038 0.0000
H -0.4524 2.7984 -3.6148 0.0000
H -3.3271 0.8674 -6.9424 0.0000
H -3.2088 1.0932 -8.4953 0.0000
C -0.9641 -4.9809 2.6286 0.0000
C 0.1047 -6.0626 2.3978 0.0000
C 0.5992 -6.5924 3.7938 0.0000
O 1.4146 -5.5891 4.4772 0.0000
C 1.9790 -6.2536 5.6106 0.0000
N -0.6240 -7.1055 1.7402 0.0000
H -1.2535 -4.6226 1.6407 0.0000
H -0.6475 -4.0861 3.1646 0.0000
H -1.8417 -5.3615 3.1511 0.0000
H 0.8735 -5.7100 1.7102 0.0000
H 1.1503 -7.4947 3.5287 0.0000
H -0.2389 -6.7908 4.4619 0.0000
H 2.6625 -5.5784 6.1255 0.0000
H 2.6249 -7.0907 5.3459 0.0000
H 1.2178 -6.4336 6.3698 0.0000
H -0.9364 -6.8339 0.8189 0.0000
H -1.4782 -7.3651 2.2123 0.0000
C -4.4625 -0.5774 -1.3262 0.0000
C -5.4593 -1.6322 -1.8674 0.0000
C -6.9300 -1.3540 -1.4797 0.0000
O -7.0194 -1.1951 -0.1038 0.0000
C -8.2971 -1.0590 0.3964 0.0000
N -5.1711 -1.7065 -3.3170 0.0000
H -3.4206 -0.5993 -1.6457 0.0000
H -4.4657 -0.7085 -0.2441 0.0000
H -4.9574 0.3507 -1.6121 0.0000
H -5.1316 -2.6052 -1.5014 0.0000
H -7.5544 -2.2142 -1.7212 0.0000
H -7.3165 -0.5090 -2.0494 0.0000
H -8.7550 -2.0443 0.3090 0.0000
H -8.8613 -0.3931 -0.2566 0.0000
H -8.2286 -0.6922 1.4205 0.0000
H -4.2218 -2.0511 -3.3023 0.0000
H -5.6556 -2.5416 -3.6136 0.0000
C 6.8033 0.9724 -0.1310 0.0014
C 6.2608 1.2703 1.2921 -0.0004
C 6.7984 2.6370 1.8149 -0.0026
O 6.4505 2.8032 3.1618 0.0002
C 6.4310 4.1613 3.5176 0.0000
N 4.7911 1.4044 1.2665 -0.0201
H 6.4792 -0.0054 -0.4870 0.0008
H 7.8895 0.9914 -0.2205 0.0001
H 6.4011 1.7266 -0.8075 0.0000
H 6.6591 0.5808 2.0363 -0.0001
H 6.4128 3.4369 1.1828 0.0000
H 7.8805 2.6294 1.6843 -0.0005
H 5.4818 4.6050 3.2171 0.0000
H 7.3365 4.7463 3.3564 0.0000
H 6.4529 4.1848 4.6071 0.0000
H 4.6662 2.1226 0.5674 0.0014
H 4.6162 2.0131 2.0532 0.0017
C 1.7393 2.3748 6.5843 -0.0001
C 1.8575 2.5843 5.0156 -0.0001
C 3.1822 3.2134 4.5303 0.0000
O 3.3148 3.1762 3.1689 0.0000
C 2.4126 3.9905 2.4536 0.0000
N 1.5128 1.2542 4.4628 -0.0003
H 1.9128 3.3384 7.0632 0.0000
H 2.4952 1.7144 7.0094 0.0000
H 0.7476 1.9558 6.7551 0.0000
H 1.0749 3.2728 4.6969 0.0000
H 3.9964 2.5858 4.8927 0.0000
H 3.3775 4.2001 4.9503 0.0000
H 2.6329 5.0511 2.5757 0.0000
H 1.3718 3.7966 2.7127 0.0000
H 2.5779 3.5606 1.4657 0.0000
H 1.3705 1.2708 3.4630 -0.0001
H 0.6023 0.9435 4.7701 -0.0001
C -2.9603 3.3597 4.4133 0.0000
C -2.8911 2.4605 3.2207 -0.0001
C -2.8925 0.9593 3.5535 0.0000
O -1.6853 0.4760 4.0798 -0.0007
C -1.5222 -0.9566 4.0199 0.0000
N -4.0565 2.7718 2.3768 -0.0002
H -3.3062 4.3858 4.2885 0.0000
H -1.9692 3.3876 4.8661 0.0000
H -3.5704 2.9418 5.2140 0.0000
H -1.9600 2.7133 2.7137 -0.0001
H -3.1286 0.4274 2.6319 0.0000
H -3.7092 0.6966 4.2259 0.0000
H -0.7600 -1.2857 4.7261 0.0000
H -1.1719 -1.2083 3.0189 0.0000
H -2.4467 -1.4821 4.2592 0.0000
H -3.9755 2.2817 1.4974 0.0000
H -4.1032 3.7549 2.1500 0.0000
C 3.5018 -1.6121 5.5103 -0.0014
C 3.6393 -1.6756 3.9700 0.0025
C 2.4036 -2.2710 3.2979 0.0027
O 2.5040 -2.1475 1.8301 0.0066
C 1.8331 -3.1582 1.1489 0.0023
N 3.8202 -0.2762 3.4985 -0.0222
H 2.7962 -0.8103 5.7279 0.0000
H 4.3964 -1.4374 6.1082 0.0001
H 3.0376 -2.5090 5.9203 -0.0004
H 4.5555 -2.2318 3.7718 0.0002
H 1.4848 -1.7913 3.6354 0.0000
H 2.4412 -3.3192 3.5942 0.0000
H 0.8742 -3.3816 1.6165 -0.0004
H 2.4093 -4.0673 1.3205 -0.0004
H 1.7486 -2.8947 0.0945 0.0002
H 4.6370 0.0281 4.0089 0.0015
H 3.1294 0.2217 4.0417 0.0009
C 1.1266 -5.2830 -6.1857 0.0000
C -0.1707 -4.5398 -6.5136 0.0000
C -0.2206 -3.2375 -5.7124 0.0000
O -0.4812 -3.4889 -4.3141 0.0000
C -0.7937 -2.3086 -3.6756 0.0000
N -0.1538 -4.3059 -7.9322 0.0000
H 2.0055 -4.6438 -6.2696 0.0000
H 1.2180 -6.2211 -6.7331 0.0000
H 1.2189 -5.5861 -5.1427 0.0000
H -1.0686 -5.1150 -6.2878 0.0000
H -1.0220 -2.6163 -6.1123 0.0000
H 0.7002 -2.6560 -5.7567 0.0000
H -0.0978 -1.4827 -3.8231 0.0000
H -0.8834 -2.4208 -2.5951 0.0000
H -1.7643 -1.8834 -3.9312 0.0000
H 0.7498 -3.9901 -8.2544 0.0000
H -0.6536 -3.4407 -8.0791 0.0000
C 7.1701 5.0661 -0.7795 0.0000
C 5.7984 5.4973 -1.1368 0.0000
C 4.6421 4.8586 -0.2680 0.0001
O 4.4548 3.4407 -0.5018 0.0004
C 3.6356 3.1279 -1.5636 0.0003
N 5.8142 6.9754 -1.1513 0.0000
H 7.3478 5.3494 0.2579 0.0000
H 7.9372 5.6084 -1.3324 0.0000
H 7.1484 3.9982 -0.9973 0.0000
H 5.6478 5.0736 -2.1297 0.0000
H 3.7545 5.4261 -0.5477 0.0000
H 4.8876 5.0481 0.7769 0.0000
H 2.6703 3.6264 -1.4751 0.0000
H 3.4259 2.0587 -1.5933 0.0003
H 4.1284 3.3967 -2.4979 0.0000
H 6.4743 7.3581 -1.8131 0.0000
H 4.9229 7.2588 -1.5324 0.0000
C -4.3105 -5.5345 -0.6723 0.0000
C -3.6919 -6.1507 -1.9860 0.0000
C -2.5470 -7.0880 -1.6230 0.0000
O -1.3923 -6.4152 -0.9570 0.0000
C -0.7440 -5.5041 -1.7736 0.0000
N -4.7705 -6.8821 -2.6273 0.0000
H -3.7571 -4.6372 -0.3951 0.0000
H -4.4103 -6.2123 0.1755 0.0000
H -5.2859 -5.1004 -0.8921 0.0000
H -3.3082 -5.3613 -2.6323 0.0000
H -2.1978 -7.6006 -2.5193 0.0000
H -2.8682 -7.8273 -0.8893 0.0000
H -1.3043 -4.5966 -1.9987 0.0000
H -0.4667 -5.9922 -2.7079 0.0000
H 0.0739 -5.0708 -1.1978 0.0000
H -5.1128 -7.5972 -2.0015 0.0000
H -4.4176 -7.3703 -3.4380 0.0000
C -1.8061 5.3164 0.8800 0.0000
C -3.0204 5.7097 0.2009 0.0000
C -3.2199 4.9302 -1.1676 0.0000
O -4.2594 5.6438 -1.8152 0.0000
C -4.4820 5.0683 -3.1079 0.0000
N -4.1390 5.6422 1.1076 0.0000
H -1.9720 4.3146 1.2760 0.0000
H -1.6556 6.0358 1.6850 0.0000
H -0.9524 5.2846 0.2030 0.0000
H -2.8871 6.7389 -0.1323 0.0000
H -3.5231 3.8968 -0.9994 0.0000
H -2.2649 5.0630 -1.6759 0.0000
H -5.0728 5.7994 -3.6598 0.0000
H -5.0807 4.1795 -2.9087 0.0000
H -3.6253 4.8334 -3.7397 0.0000
H -4.9646 5.8431 0.5618 0.0000
H -4.1248 6.4640 1.6946 0.0000
```

[2]
Below is 22 unconnected molecules or ions with the total composition C12H60BrN2O22S at a distorted geometry, with properties calculated with the ωB97M-V functional and the def2-TZVPD basis.

The calculation puts the HOMO energy at -11.42 eV. The frontier orbital gap comes out at 7.25 eV. As for the total charge: +1.

```
98
Properties=species:S:1:pos:R:3:mulliken_charge:R:1
C 3.7949 -1.3494 0.0073 -0.9728
C 4.0474 -0.3337 -1.1093 -0.0292
S 2.8301 -0.3361 -2.4468 -0.1414
C 1.6026 0.9185 -1.9830 -0.3106
C 0.2265 0.4074 -1.6387 1.4532
C -0.0774 -0.9432 -1.8150 -1.0005
C -1.3368 -1.4113 -1.5244 -1.2502
N -2.2916 -0.5911 -1.0580 0.5201
C -3.6036 -1.1775 -0.7739 -0.5566
C -4.4241 -0.2509 0.0977 0.0947
O -4.0441 0.0167 1.1818 -0.3890
Br -6.0545 0.4781 -0.5996 -0.0980
C -2.0094 0.7108 -0.8817 -0.4436
C -0.7812 1.2680 -1.1552 0.4036
C -0.6697 2.7862 -0.9139 -1.3337
N 0.5839 3.2682 -0.4089 -0.2554
C 0.9908 2.6810 0.8520 -0.8347
H 4.6142 -1.2291 0.7185 0.4182
H 2.8766 -1.1931 0.5791 0.0078
H 3.8305 -2.3621 -0.3847 0.3639
H 4.1670 0.6542 -0.6662 0.2332
H 5.0011 -0.5812 -1.5692 0.0755
H 2.0178 1.4492 -1.1352 -0.2107
H 1.5078 1.5881 -2.8369 0.5457
H 0.6444 -1.6582 -2.1701 0.5562
H -1.5778 -2.4573 -1.6697 0.7506
H -3.4887 -2.1294 -0.2574 0.4188
H -4.1099 -1.3943 -1.7118 0.5503
H -2.7857 1.3530 -0.5038 0.3676
H -1.4215 3.0317 -0.1650 0.5001
H -0.9529 3.3544 -1.7915 0.3878
H 1.3154 3.3060 -1.0960 0.4197
H 0.8311 1.5956 0.9195 0.0580
H 2.0594 2.8246 0.9835 0.4454
H 0.5098 3.2045 1.6765 0.3592
O -3.3058 3.3892 -1.9427 -0.5748
H -3.4799 2.8941 -2.7528 0.3265
H -4.1041 3.2505 -1.4196 0.2726
O 3.2235 0.2507 -6.1321 -0.7112
H 2.3896 0.0233 -6.5612 0.3433
H 3.0357 0.1486 -5.1925 0.2605
O -2.6740 -1.9962 2.9285 -0.5854
H -3.0005 -1.2971 2.3532 0.3097
H -3.4136 -2.6146 2.9364 0.1897
O -6.9793 -1.3901 2.4047 -0.5936
H -6.2207 -0.8224 2.2374 0.3028
H -7.6753 -1.0409 1.8384 0.2872
O 1.2807 1.1130 3.4534 -0.3973
H 0.4234 0.9458 3.0467 0.1825
H 1.1288 0.9600 4.3952 0.2881
O 3.7144 1.0660 -8.9370 -0.6354
H 2.9002 0.8580 -9.4057 0.3128
H 3.5020 0.9367 -8.0024 0.3902
O 2.0467 3.3947 5.3388 -0.6306
H 1.8755 2.8968 4.5287 0.3438
H 1.2763 3.2365 5.8942 0.3126
O -1.4787 -4.3123 -2.4914 -0.5965
H -1.1638 -4.9834 -1.8749 0.2910
H -1.8043 -4.8154 -3.2460 0.2713
O 4.5448 1.5902 5.9473 -0.6807
H 4.0613 1.0154 6.5496 0.3152
H 3.8816 2.2198 5.6357 0.3417
O 6.8301 -1.3885 -2.4793 -0.5984
H 7.5761 -1.8675 -2.1039 0.2787
H 7.1478 -1.0857 -3.3365 0.2938
O 1.5704 -1.4411 4.5415 -0.5926
H 2.2811 -2.0023 4.8684 0.2768
H 1.8923 -1.1108 3.6938 0.2919
O 0.8398 -1.6459 1.3724 -0.5339
H 0.2492 -1.5072 0.6261 0.2144
H 0.2546 -1.6770 2.1412 0.2850
O 4.8730 4.1157 -8.1302 -0.6427
H 4.5001 4.7189 -8.7795 0.3036
H 4.4441 3.2711 -8.3163 0.3373
O 4.1762 2.0420 1.4541 -0.6102
H 4.5317 2.8287 1.8820 0.2862
H 3.6593 1.6072 2.1441 0.2832
O -1.2920 0.7080 3.8010 -0.5789
H -1.5494 -0.1657 3.4889 0.3207
H -2.0675 1.0394 4.2643 0.2487
O -4.1505 -3.1676 5.5155 -0.6296
H -3.2834 -2.8335 5.2598 0.3265
H -4.7743 -2.6327 5.0141 0.2991
O -4.8321 -4.1810 1.9732 -0.5344
H -4.6492 -4.9086 2.5780 0.2795
H -5.4638 -4.5534 1.3498 0.2641
O -6.4567 0.1563 -4.1922 -0.5896
H -7.3441 0.0223 -4.5413 0.3191
H -6.5511 0.0769 -3.2391 0.2537
O -7.5560 -4.2948 2.8867 -0.6120
H -7.6515 -4.3662 3.8417 0.3190
H -7.3063 -3.3736 2.7435 0.3452
O 1.8536 -2.2396 -6.1477 -0.6219
H 2.7833 -2.0272 -6.2996 0.3618
H 1.8662 -2.8132 -5.3755 0.2864
O 5.5612 4.1621 7.3239 -0.6270
H 5.1416 4.7859 6.7243 0.3032
H 5.0888 3.3334 7.1735 0.3542
```

[3]
Below is 5 unconnected molecules or ions with the total composition C15H36BN4O6 at a distorted geometry, with properties calculated with the ωB97M-V functional and the def2-TZVPD basis.

The value obtained for the energy relative to the best compared isomer or geometry (same formula, charge and spin) is 26.8 kcal/mol. The calculation puts the HOMO energy at -1.15 eV. The frontier orbital gap comes out at 3.43 eV. As for the total charge: -1.

```
62
Properties=species:S:1:pos:R:3:nbo_charge:R:1
C -3.8571 -1.4116 0.9268 -1.3049
B -2.9273 -2.2262 1.9230 1.0159
O -2.8309 -3.6531 1.6860 -0.9359
O -2.1721 -1.6411 3.0134 -0.7819
C -0.8614 -1.2652 2.6309 -0.0530
C -0.8113 -0.2368 1.4651 -0.6578
H -3.2131 -1.2968 0.0032 0.1573
H -3.8575 -0.3762 1.3741 0.1837
H -2.3366 -4.0368 2.4162 0.4448
H -0.4228 -0.7501 3.5174 0.1401
H -0.2132 -2.1610 2.4561 0.1712
H -1.7266 0.3818 1.5502 0.2273
H -0.8944 -0.7559 0.4918 0.2107
H 0.1007 0.3903 1.4526 0.1836
C -5.5920 3.4630 2.7060 -0.7185
C -4.4918 2.4488 2.5056 0.6616
O -4.6953 1.3594 2.0108 -0.5643
N -3.2316 2.7934 2.9036 -0.6339
C -2.7885 4.0318 3.5082 -0.4069
H -6.5283 3.0470 2.3439 0.2439
H -5.7023 3.6975 3.7669 0.2131
H -5.3750 4.3737 2.1437 0.2131
H -2.5491 2.0679 2.7405 0.4132
H -2.0236 4.4844 2.8723 0.1892
H -2.3504 3.8135 4.4854 0.1881
H -3.6068 4.7342 3.6345 0.2019
C 3.6269 -4.2774 3.1734 -0.7192
C 2.5291 -3.3275 3.5812 0.6721
O 2.0493 -2.5183 2.8086 -0.6116
N 2.0744 -3.3977 4.8624 -0.6219
C 2.5108 -4.2838 5.9223 -0.4094
H 3.8802 -4.1026 2.1313 0.2452
H 4.5178 -4.1086 3.7811 0.2178
H 3.2922 -5.3105 3.2812 0.2231
H 1.3402 -2.7357 5.0630 0.4098
H 1.6596 -4.8787 6.2598 0.1979
H 2.8759 -3.6836 6.7588 0.1910
H 3.3013 -4.9499 5.5910 0.2061
C 1.4649 -0.8134 -1.9568 -0.7228
C 1.4613 -0.7266 -3.4584 0.6805
O 2.4895 -0.7943 -4.1237 -0.6671
N 0.2581 -0.5683 -4.0680 -0.6125
C -1.0555 -0.4690 -3.4502 -0.4150
H 2.4848 -0.9388 -1.6030 0.2382
H 1.0575 0.1033 -1.5281 0.2359
H 0.8754 -1.6708 -1.6294 0.2432
H 0.3204 -0.5180 -5.0717 0.3893
H -1.6853 -1.2766 -3.8258 0.2017
H -1.5044 0.4867 -3.7261 0.1960
H -1.0016 -0.5365 -2.3683 0.2342
C 3.0161 2.2092 -5.0121 -0.7177
C 2.6554 3.5326 -5.6339 0.6748
O 2.2343 4.4727 -4.9778 -0.6354
N 2.8148 3.6577 -6.9816 -0.6238
C 3.2960 2.6646 -7.9215 -0.4113
H 2.8394 2.2537 -3.9415 0.2475
H 2.3997 1.4137 -5.4304 0.2407
H 4.0713 1.9895 -5.1805 0.2243
H 2.5563 4.5651 -7.3338 0.3947
H 4.1871 3.0512 -8.4213 0.1895
H 2.5228 2.4808 -8.6706 0.1916
H 3.5423 1.7298 -7.4279 0.2208
```

[4]
Below is C5H7NO in the gas phase at a distorted geometry, with properties calculated with the ωB97M-V functional and the def2-TZVPD basis.

The value obtained for the energy relative to the best compared isomer or geometry (same formula, charge and spin) is 47.6 kcal/mol. The calculation puts the HOMO energy at -8.87 eV. The frontier orbital gap comes out at 9.47 eV.

```
14
Properties=species:S:1:pos:R:3:nbo_charge:R:1
C -1.6144 -1.1715 0.6491 -0.2628
C -0.3228 0.6758 -0.7209 -0.5104
C -0.0634 2.0592 -0.7393 0.2600
N 0.0639 3.2090 -0.6592 -0.3486
C 0.4433 -0.2339 -0.0804 0.4623
O -0.1744 -1.3493 0.3434 -0.4875
C 1.9386 -0.0699 0.0441 -0.6838
H -1.6710 -0.7380 1.6524 0.1990
H -2.2608 -0.5534 0.0034 0.1969
H -1.9977 -2.1799 0.5868 0.2027
H -1.1831 0.3161 -1.2625 0.2413
H 2.4434 -0.7085 0.7724 0.2341
H 2.1465 0.9826 0.2735 0.2543
H 2.3869 -0.2490 -0.9446 0.2425
```

[5]
Below is 2 unconnected molecules or ions with the total composition C3H5O4S at a distorted geometry, with properties calculated with the ωB97M-V functional and the def2-TZVPD basis.

The value obtained for the energy relative to the best compared isomer or geometry (same formula, charge and spin) is 71.4 kcal/mol. The calculation puts the HOMO energy at -5.27 eV. The frontier orbital gap comes out at 9.10 eV. As for the total charge: -1.

```
13
Properties=species:S:1:pos:R:3:nbo_charge:R:1
C -0.5440 -0.7700 2.4293 -0.3608
C -0.2959 -1.1449 1.2956 0.0796
C -0.1126 -1.9318 0.0923 -0.7555
O -0.6337 0.3578 -1.8637 -1.0041
O -0.3976 2.7855 -1.8695 -1.0231
O 1.5887 1.5802 -1.2861 -0.8999
O -0.4669 1.6233 0.2729 -1.0063
S -0.1248 1.5394 -1.1661 2.4874
H 1.5615 2.0030 -0.3915 0.4701
H -0.5729 0.1237 3.0343 0.2322
H 1.0468 -1.9589 0.0557 0.2324
H -0.7278 -2.8511 0.2571 0.2342
H -0.3206 -1.3560 -0.8603 0.3138
```